1.
Below is C23H36BN6O3PRuSi2Te as an isolated structure in a non-equilibrium geometry, with properties calculated with ωB97M-V/def2-TZVPD.

Results
⟨S²⟩: 0.758
Energy relative to the best compared isomer or geometry (same formula, charge and spin) in eV: 0.7411
HOMO (spin up / spin down) in eV: -4.209 / -4.270
Calculated total energy in hartree: -2760.69876

Structure (ORCA input):
```
! RIJCOSX wB97M-V def2-TZVPD def2/J DEFGRID3
* xyz -1 2
Ru 0.569 0.198 -0.170
C 3.874 -0.576 -3.290
C 2.530 -0.689 -2.914
N 2.384 -0.472 -1.617
N 3.609 -0.214 -1.129
C 4.524 -0.273 -2.112
B 3.840 -0.050 0.383
N 3.348 1.313 0.884
C 4.008 2.279 1.549
C 3.135 3.328 1.756
C 1.937 2.903 1.163
N 2.084 1.692 0.650
N 3.035 -1.184 1.059
C 3.530 -2.253 1.699
C 2.503 -3.151 1.910
C 1.386 -2.537 1.338
N 1.714 -1.355 0.831
H 4.305 -0.695 -4.269
H 1.666 -0.894 -3.526
H 5.567 -0.110 -1.897
H 5.011 -0.172 0.639
H 5.044 2.149 1.814
H 3.336 4.263 2.248
H 0.994 3.414 1.059
H 4.579 -2.296 1.942
H 2.545 -4.106 2.403
H 0.370 -2.890 1.299
C -1.120 1.882 2.578
Si -0.224 0.300 2.067
C 1.098 0.131 3.411
C -1.424 -1.138 2.362
C -1.922 -1.461 3.627
C -2.748 -2.561 3.817
C -3.091 -3.352 2.727
C -2.612 -3.028 1.464
C -1.776 -1.926 1.262
Si -1.159 -1.369 -0.470
C -2.881 -0.920 -1.156
C -0.735 -2.984 -1.405
H -1.754 1.640 3.438
H -1.746 2.286 1.785
H -0.409 2.648 2.891
H 0.614 0.332 4.373
H 1.903 0.860 3.289
H 1.532 -0.867 3.461
H -1.653 -0.852 4.487
H -3.119 -2.803 4.806
H -3.731 -4.217 2.863
H -2.893 -3.652 0.620
H -3.519 -1.802 -1.036
H -2.915 -0.607 -2.196
H -3.309 -0.117 -0.550
H -1.616 -3.613 -1.566
H 0.019 -3.581 -0.884
H -0.319 -2.745 -2.389
C -1.891 -0.040 -4.922
C -0.959 0.397 -3.816
O -1.646 1.347 -3.001
P -0.922 2.251 -1.879
O -1.023 1.637 -0.487
Te 1.242 2.795 -2.525
O -1.921 3.506 -1.919
C -3.325 3.307 -1.676
C -3.670 3.556 -0.223
H -1.375 -0.745 -5.578
H -2.204 0.821 -5.516
H -2.780 -0.531 -4.523
H -0.061 0.870 -4.223
H -0.647 -0.447 -3.199
H -3.616 2.301 -1.979
H -3.837 4.017 -2.327
H -3.198 2.808 0.412
H -4.753 3.498 -0.086
H -3.332 4.546 0.087
*
```

=====

2.
Below is a 30-piece molecular cluster, H60O30 overall in a non-equilibrium geometry, with properties calculated with ωB97M-V/def2-TZVPD.

Results
Energy relative to the best compared isomer or geometry (same formula, charge and spin) in eV: 2.6356
HOMO in eV: -9.955
Calculated total energy in hartree: -2293.25449

Structure (ORCA input):
```
! RIJCOSX wB97M-V def2-TZVPD def2/J DEFGRID3
* xyz 0 1
O 0.437 -0.200 1.476
O 0.670 -1.372 -1.188
O 1.579 2.247 1.114
O -2.617 0.251 -1.377
O -2.402 -0.428 1.445
O 0.898 0.227 -3.288
O -1.623 -2.934 -0.436
O 3.019 -1.643 1.217
O 0.634 3.953 -0.800
O 4.063 0.893 0.811
O -1.854 3.044 -2.107
O 0.815 -2.690 3.214
O -2.367 -2.061 -3.281
O -0.658 2.143 -4.314
O 1.829 -3.898 -2.736
O 3.953 -0.034 -3.594
O -0.735 -4.790 1.253
O -3.111 -2.911 2.414
O 0.320 2.691 4.233
O -2.551 4.541 0.283
O -3.845 0.933 3.230
O -0.920 4.667 2.401
O 2.823 -4.793 0.282
O -1.832 0.980 4.917
O -0.587 -3.739 -4.269
O 2.599 4.091 2.898
O 2.927 1.717 4.488
O -2.198 0.160 -5.363
O -5.455 -0.916 -0.354
O 4.300 -2.731 -3.415
H -0.544 -0.183 1.578
H 0.727 -0.958 2.007
H 0.648 -0.856 -0.346
H 0.738 -0.724 -1.907
H 1.110 1.463 1.426
H 1.718 2.821 1.859
H -2.779 -0.046 -0.400
H -2.544 1.208 -1.358
H -3.002 0.117 1.931
H -2.534 -1.360 1.762
H 1.034 0.015 -4.178
H 0.441 1.067 -3.313
H -2.324 -3.189 -1.055
H -0.952 -2.288 -0.767
H 3.326 -0.762 1.105
H 2.937 -1.972 0.339
H 0.686 4.792 -0.327
H 0.932 3.225 -0.194
H 3.215 1.397 0.727
H 4.460 1.176 1.667
H -1.482 2.641 -2.926
H -1.109 3.203 -1.530
H 0.696 -2.403 4.117
H 1.740 -2.500 3.003
H -1.489 -2.493 -3.453
H -2.213 -1.275 -2.726
H -0.592 3.036 -4.685
H -1.287 1.591 -4.727
H 1.443 -3.156 -2.265
H 2.617 -3.488 -3.066
H 3.089 0.074 -3.175
H 4.545 0.545 -3.056
H -0.923 -4.189 0.516
H -0.215 -4.195 1.802
H -4.096 -2.929 2.198
H -2.789 -3.816 2.218
H 0.269 3.206 5.062
H 1.208 2.212 4.133
H -2.279 4.140 -0.583
H -1.746 4.563 0.883
H -4.153 1.888 3.110
H -4.563 0.304 3.367
H -0.723 5.437 2.916
H -0.542 3.875 2.809
H 2.137 -4.412 -0.302
H 3.652 -4.300 -0.081
H -2.612 1.092 4.363
H -1.103 1.547 4.637
H -0.222 -3.427 -5.121
H 0.196 -4.026 -3.813
H 3.431 3.861 3.385
H 2.459 5.052 2.989
H 3.224 2.481 4.974
H 3.718 1.464 3.980
H -2.434 -0.496 -4.661
H -1.900 -0.269 -6.166
H -5.591 -1.506 0.431
H -4.551 -0.765 -0.423
H 4.548 -3.123 -4.249
H 4.239 -1.785 -3.592
*
```

=====

3.
Below is C7H10IN as an isolated structure in a non-equilibrium geometry, with properties calculated with ωB97M-V/def2-TZVPD.

Results
Energy relative to the best compared isomer or geometry (same formula, charge and spin) in eV: 1.1483
HOMO in eV: -8.378
Calculated total energy in hartree: -624.97369

Structure (ORCA input):
```
! RIJCOSX wB97M-V def2-TZVPD def2/J DEFGRID3
* xyz 0 1
C -0.149 0.729 -2.721
C -0.244 -0.592 -2.536
C 0.401 0.272 -0.802
C -1.323 0.115 0.832
C 0.846 1.038 1.460
C 0.747 -1.438 1.033
C 0.259 -0.006 0.667
N 0.410 1.286 -1.531
I -0.966 -2.156 -3.532
H -0.282 1.303 -3.748
H -1.788 0.133 1.915
H -1.681 1.010 0.344
H -1.773 -0.756 0.297
H 0.632 1.024 2.581
H 0.377 1.913 1.193
H 1.956 1.367 1.353
H 0.410 -2.110 0.303
H 0.388 -1.668 1.933
H 1.782 -1.463 0.957
*
```

=====

4.
Below is a 15-piece molecular cluster, C27H65N11O30 overall in a non-equilibrium geometry, with properties calculated with ωB97M-V/def2-TZVPD.

Results
⟨S²⟩: 0.754
HOMO (spin up / spin down) in eV: -0.833 / -4.293
Calculated total energy in hartree: -3926.23037

Structure (ORCA input):
```
! RIJCOSX wB97M-V def2-TZVPD def2/J DEFGRID3
* xyz -1 2
C -3.894 -4.743 -3.024
N -3.136 -4.021 -1.996
O -2.874 -2.842 -2.200
O -2.783 -4.594 -0.952
H -4.949 -4.482 -2.950
H -3.740 -5.817 -2.912
H -3.436 -4.455 -3.971
C 3.399 -4.058 -1.183
N 4.304 -3.540 -2.238
O 4.623 -4.321 -3.144
O 4.645 -2.353 -2.024
H 3.314 -5.144 -1.145
H 2.441 -3.540 -1.232
H 3.893 -3.798 -0.247
C -0.703 4.836 -0.109
N 0.431 5.712 0.404
O 0.725 6.730 -0.222
O 0.993 5.359 1.490
H -1.650 5.373 -0.167
H -0.875 3.991 0.558
H -0.515 4.582 -1.152
C -4.468 -0.006 -1.682
N -4.998 0.743 -0.525
O -5.031 1.947 -0.557
O -5.501 0.097 0.377
H -5.276 -0.227 -2.380
H -4.069 -0.933 -1.270
H -3.615 0.582 -2.018
C 2.227 -0.847 2.318
N 1.379 -2.082 2.571
O 0.359 -2.041 3.280
O 1.869 -3.100 2.170
H 3.270 -1.160 2.372
H 1.960 -0.106 3.071
H 1.984 -0.446 1.334
C -0.522 -6.018 0.731
N -1.471 -6.951 1.430
O -2.397 -6.446 2.071
O -1.203 -8.128 1.379
H -0.640 -6.304 -0.314
H 0.378 -6.395 1.217
H -0.800 -4.972 0.859
C 2.324 -1.738 -4.619
N 1.024 -2.381 -4.999
O 0.286 -2.616 -4.059
O 0.979 -2.652 -6.197
H 2.391 -0.746 -5.066
H 3.152 -2.384 -4.912
H 2.272 -1.672 -3.532
C 1.440 -6.284 -3.856
N 0.460 -5.533 -3.101
O -0.632 -5.281 -3.555
O 0.881 -5.301 -1.958
H 2.468 -6.056 -3.572
H 1.359 -6.038 -4.915
H 1.228 -7.353 -3.843
C -4.858 1.304 3.608
N -6.078 0.691 4.254
O -6.882 0.163 3.499
O -6.232 0.924 5.442
H -4.545 0.693 2.761
H -4.125 1.294 4.415
H -5.076 2.283 3.181
C -0.309 5.108 5.130
N 0.220 3.814 5.584
O 0.495 3.124 4.670
O 0.324 3.610 6.777
H -1.238 4.913 4.594
H 0.373 5.616 4.449
H -0.415 5.863 5.908
C -2.799 -3.403 3.800
N -3.018 -1.919 3.731
O -2.846 -1.220 4.742
O -3.438 -1.438 2.690
H -2.309 -3.599 2.847
H -3.839 -3.722 3.857
H -2.159 -3.598 4.661
O -2.262 1.511 0.619
C -1.534 0.849 1.333
O -0.887 -0.316 0.986
C -0.950 -0.830 -0.308
C -0.120 -2.140 -0.483
C -1.230 1.256 2.765
H -0.607 -0.048 -0.985
H -2.015 -1.026 -0.435
H -0.325 -2.837 0.329
H 0.918 -1.887 -0.265
H -0.307 -2.653 -1.426
H -0.148 1.187 2.870
H -1.460 0.526 3.541
H -1.558 2.283 2.929
O 0.304 0.872 -4.309
C -0.212 1.764 -4.959
O -1.018 2.733 -4.448
C -1.617 2.593 -3.209
C -2.695 3.686 -3.040
C 0.138 2.026 -6.440
H -0.924 2.778 -2.389
H -1.993 1.593 -2.992
H -2.837 3.982 -2.000
H -3.651 3.490 -3.526
H -2.378 4.632 -3.479
H 0.568 3.027 -6.476
H -0.737 2.015 -7.090
H 0.802 1.241 -6.801
O 1.095 2.694 -0.748
C 2.152 2.185 -1.235
O 3.240 2.919 -1.497
C 3.222 4.352 -1.435
C 2.690 4.998 -2.719
C 2.386 0.681 -1.430
H 4.244 4.697 -1.279
H 2.736 4.837 -0.589
H 2.865 6.074 -2.689
H 1.633 4.748 -2.813
H 3.143 4.657 -3.649
H 1.881 0.292 -0.545
H 3.454 0.465 -1.413
H 2.003 0.321 -2.385
O 5.197 3.511 5.019
C 4.772 2.382 4.892
O 4.367 1.863 3.721
C 4.420 2.542 2.487
C 2.996 3.017 2.144
C 4.521 1.481 6.057
H 4.797 1.887 1.702
H 5.135 3.364 2.449
H 2.311 2.239 1.808
H 3.064 3.603 1.228
H 2.603 3.597 2.980
H 4.970 0.491 5.975
H 3.455 1.326 6.222
H 4.856 1.919 6.997
*
```

=====

5.
Below is C10H10FN2PPbS as an isolated structure in a non-equilibrium geometry, with properties calculated with ωB97M-V/def2-TZVPD.

Results
HOMO in eV: -14.914
Calculated total energy in hartree: -1528.11448

Structure (ORCA input):
```
! RIJCOSX wB97M-V def2-TZVPD def2/J DEFGRID3
* xyz 2 1
C 1.319 2.194 1.118
P 0.213 1.038 2.004
C -1.222 2.094 2.269
C -0.275 -0.040 0.597
C -1.632 -0.330 0.524
C -2.196 -1.184 -0.419
S -3.943 -1.429 -0.437
C -1.398 -1.796 -1.340
C -0.035 -1.551 -1.354
N 0.685 -2.207 -2.287
C 1.935 -2.023 -2.333
F 2.664 -2.636 -3.210
C 2.589 -1.159 -1.483
N 1.938 -0.480 -0.552
C 0.583 -0.655 -0.409
H 0.848 2.422 0.151
H 1.490 3.121 1.637
H 2.183 1.569 1.042
H -1.759 2.258 1.354
H -1.853 1.639 3.004
H -0.879 3.050 2.612
H -2.310 0.085 1.233
H -3.929 -2.407 0.462
H -1.800 -2.454 -2.074
H 3.656 -1.068 -1.569
Pb 3.129 1.953 -0.538
*
```

=====

6.
Below is a 2-piece molecular cluster, C5H11N2 overall in a non-equilibrium geometry, with properties calculated with ωB97M-V/def2-TZVPD.

Results
Energy relative to the best compared isomer or geometry (same formula, charge and spin) in eV: 2.7597
HOMO in eV: -13.150
Calculated total energy in hartree: -306.28206

Structure (ORCA input):
```
! RIJCOSX wB97M-V def2-TZVPD def2/J DEFGRID3
* xyz 1 1
C 0.264 -2.092 -0.572
C 1.107 1.450 -1.319
C 1.079 -1.035 -1.202
C 1.057 0.228 -0.991
C -1.094 1.039 1.686
N -1.922 0.793 0.681
N 0.138 0.494 1.770
H -0.758 -1.834 -0.795
H 0.567 -2.906 -1.352
H 0.271 1.871 -1.795
H 1.859 2.205 -1.063
H 1.522 -1.405 -2.159
H 0.509 -2.453 0.417
H -1.462 1.424 2.649
H -2.779 1.325 0.514
H -1.644 0.132 -0.042
H 0.791 0.793 2.535
H 0.496 -0.031 1.037
*
```

=====

7.
Below is a 2-piece molecular cluster, C4H11N3O2 overall in a non-equilibrium geometry, with properties calculated with ωB97M-V/def2-TZVPD.

Results
Energy relative to the best compared isomer or geometry (same formula, charge and spin) in eV: 1.9644
HOMO in eV: -8.884
SMILES: [H]/N=C(\N)NC.CC(=O)O
Calculated total energy in hartree: -473.73058

Structure (ORCA input):
```
! RIJCOSX wB97M-V def2-TZVPD def2/J DEFGRID3
* xyz 0 1
H 2.093 -1.078 -2.003
N 1.174 -0.639 -2.017
C 1.297 0.605 -1.731
N 2.458 1.176 -1.185
N 0.303 1.516 -2.021
C -0.969 0.843 -2.395
H 3.181 0.504 -1.004
H 2.266 1.826 -0.438
H 0.132 2.346 -1.483
H -1.137 0.717 -3.467
H -1.890 1.392 -2.197
H -0.913 -0.131 -1.899
C -0.892 0.439 2.092
C -1.075 -1.006 2.161
O -1.656 -1.743 1.415
O -0.629 -1.493 3.368
H -1.966 0.745 2.024
H -0.507 1.195 1.410
H -0.623 0.869 3.056
H -0.317 -2.402 3.369
*
```

=====

8.
Below is C19H24N5O2RuS2 as an isolated structure, with properties calculated with ωB97M-V/def2-TZVPD.

Results
⟨S²⟩: 8.802
Energy relative to the best compared isomer or geometry (same formula, charge and spin) in eV: 3.1034
HOMO (spin up / spin down) in eV: -5.887 / -8.168
Calculated total energy in hartree: -2053.73399

Structure (ORCA input):
```
! RIJCOSX wB97M-V def2-TZVPD def2/J DEFGRID3
* xyz 0 6
Ru -0.916 0.112 -0.305
C 2.205 -3.579 3.609
S 0.406 -3.410 3.559
C 0.230 -2.087 2.433
S 1.901 -1.790 -0.286
N -0.274 -0.981 2.682
N -0.602 -0.004 1.812
C -1.168 1.074 2.415
C -1.452 2.219 1.650
C -2.017 3.383 2.215
C -2.213 4.487 1.434
C -1.841 4.453 0.080
C -1.325 3.281 -0.423
N -1.147 2.181 0.313
H 2.426 -4.211 4.467
H 2.666 -2.605 3.756
H 2.599 -4.057 2.716
H -1.381 1.042 3.475
H -2.288 3.376 3.262
H -2.650 5.383 1.857
H -1.966 5.309 -0.567
H -1.039 3.200 -1.463
C 3.450 -1.674 -1.179
N 0.772 -1.049 -1.111
C 1.655 -3.585 -0.406
C 0.554 -1.425 -2.513
C -0.341 -0.400 -3.153
C -0.407 -0.274 -4.536
C -1.307 0.612 -5.107
C -2.151 1.356 -4.291
C -2.065 1.242 -2.911
C -1.140 0.383 -2.312
H 3.393 -2.136 -2.162
H 4.197 -2.180 -0.568
H 3.690 -0.616 -1.258
H 2.429 -4.057 -1.006
H 0.682 -3.740 -0.868
H 1.637 -3.991 0.601
H 0.058 -2.406 -2.569
H 1.488 -1.513 -3.078
H 0.236 -0.878 -5.169
H -1.362 0.709 -6.184
H -2.882 2.022 -4.733
H -2.761 1.790 -2.287
N -1.971 -2.052 -0.058
C -3.190 -1.976 -0.874
C -3.867 -0.624 -0.634
O -5.036 -0.491 -0.945
O -3.104 0.273 -0.107
H -1.451 -2.907 -0.213
H -2.214 -2.025 0.928
H -3.910 -2.769 -0.670
H -2.909 -2.021 -1.929
*
```

=====

> Number 5 is which compound?

C10H10FN2PPbS

=====

What did the seventh record say?
Below is a 2-piece molecular cluster, C4H11N3O2 overall in a non-equilibrium geometry, with properties calculated with ωB97M-V/def2-TZVPD.

Results
Energy relative to the best compared isomer or geometry (same formula, charge and spin) in eV: 1.9644
HOMO in eV: -8.884
SMILES: [H]/N=C(\N)NC.CC(=O)O
Calculated total energy in hartree: -473.73058

Structure (ORCA input):
```
! RIJCOSX wB97M-V def2-TZVPD def2/J DEFGRID3
* xyz 0 1
H 2.093 -1.078 -2.003
N 1.174 -0.639 -2.017
C 1.297 0.605 -1.731
N 2.458 1.176 -1.185
N 0.303 1.516 -2.021
C -0.969 0.843 -2.395
H 3.181 0.504 -1.004
H 2.266 1.826 -0.438
H 0.132 2.346 -1.483
H -1.137 0.717 -3.467
H -1.890 1.392 -2.197
H -0.913 -0.131 -1.899
C -0.892 0.439 2.092
C -1.075 -1.006 2.161
O -1.656 -1.743 1.415
O -0.629 -1.493 3.368
H -1.966 0.745 2.024
H -0.507 1.195 1.410
H -0.623 0.869 3.056
H -0.317 -2.402 3.369
*
```